Entry 1:
Here is a structure of composition C22H19N2O2SV from OMol25. Energies are from ωB97M-V/def2-TZVPD.

CARTESIAN COORDINATES (ANGSTROEM)
V 0.5663 0.1747 0.0993
C 1.5689 3.2419 -1.3879
C 0.6669 2.6150 -0.3718
C -0.6210 2.1602 -0.6951
C -1.4439 1.5993 0.2843
C -0.9879 1.3997 1.5914
C 0.2960 1.8320 1.9256
C 1.0920 2.4577 0.9594
H 1.5291 4.3278 -1.2764
H 1.2614 3.0007 -2.4039
H 2.6030 2.9340 -1.2350
H -0.9747 2.2354 -1.7164
H -2.4443 1.3000 0.0184
H -1.6121 0.9081 2.3259
H 0.6941 1.6643 2.9179
H 2.0966 2.7565 1.2263
O 3.5679 -1.8142 1.1999
S 3.0571 -0.9640 0.1879
O 2.5767 0.4096 0.6037
N 1.5963 -1.3437 -0.3567
C 1.1207 -2.5855 -0.8114
C 1.8425 -3.7118 -1.0844
C 1.1496 -4.8590 -1.5371
C -0.2072 -4.8481 -1.6924
C -0.9578 -3.6822 -1.3926
C -2.3588 -3.5979 -1.4977
C -2.9766 -2.4245 -1.1524
C -2.2093 -1.3445 -0.7077
N -0.8846 -1.3584 -0.5963
C -0.2730 -2.5412 -0.9453
C 4.1834 -0.8236 -1.1232
C 3.8583 -0.0745 -2.2525
C 4.7792 0.0231 -3.2758
C 6.0102 -0.6202 -3.1661
C 6.3230 -1.3642 -2.0381
C 5.4081 -1.4746 -1.0024
H 2.9164 -3.7455 -0.9594
H 1.7146 -5.7541 -1.7563
H -0.7306 -5.7301 -2.0367
H -2.9298 -4.4520 -1.8390
H -4.0492 -2.3105 -1.2087
H -2.7284 -0.4437 -0.4314
H 2.8974 0.4194 -2.3396
H 4.5437 0.5967 -4.1614
H 6.7274 -0.5363 -3.9713
H 7.2810 -1.8584 -1.9596
H 5.6401 -2.0444 -0.1133

Summary:
E_tot: -2451.4050 a.u.
lowest unoccupied orbital energy (alpha / beta): -7.8 / -7.6 eV
energy relative to the best compared isomer or geometry (same formula, charge and spin): 0.00 kcal/mol
2S+1: 3
total charge: +2
orbital gap (alpha / beta): 6.89 / 7.14 eV
E_HOMO (alpha / beta): -14.73 / -14.74 eV

Entry 2:
Here is the ion C9H11N2OS with charge +1 in a non-equilibrium geometry from OMol25. Energies are from ωB97M-V/def2-TZVPD.

CARTESIAN COORDINATES (ANGSTROEM)
C 1.9731 2.5143 -0.1375
C 2.3963 1.4953 -0.9036
C 0.6536 2.5604 0.4379
C 1.4990 0.4648 -1.2530
C -0.2088 1.5753 0.0741
C 0.2218 0.5894 -0.7851
C -2.2456 0.4141 0.1155
C -0.2742 -1.9646 -0.8727
C 0.8410 -3.1822 0.8411
N -1.5568 1.4800 0.5370
N -3.3825 0.1180 0.5264
O 0.5005 -1.9424 0.2052
S -1.0990 -0.5909 -1.3565
H 2.6094 3.4149 0.1329
H 3.3735 1.5701 -1.3863
H 0.2365 3.3401 1.0620
H 1.9562 -0.3702 -1.7933
H -0.8734 -2.9725 -1.0294
H 1.4211 -3.7472 0.1618
H -0.0899 -3.7909 1.0347
H 1.4397 -2.9482 1.7007
H -1.8232 1.9996 1.3820
H -3.8233 -0.5579 0.0211
H -3.7451 0.5308 1.2850

Summary:
E_tot: -932.1238 a.u.
lowest unoccupied orbital energy: -3.2 eV
energy relative to the best compared isomer or geometry (same formula, charge and spin): 42.04 kcal/mol
total charge: +1
orbital gap: 8.25 eV
E_HOMO: -11.41 eV

Entry 3:
Here is a structure of composition C19H24Cl3N3NiO10P in a non-equilibrium geometry from OMol25. Energies are from ωB97M-V/def2-TZVPD.

CARTESIAN COORDINATES (ANGSTROEM)
Ni -0.6062 0.7931 -0.9812
O -3.5127 -3.7081 -5.1749
C -3.1758 -2.5785 -5.5280
O -3.3465 -1.9796 -6.5917
C -2.4073 -1.7740 -4.4616
C -1.8139 -0.5619 -4.7844
C -1.1513 0.1728 -3.8205
N -1.0862 -0.2634 -2.5624
C -1.6458 -1.4351 -2.2252
C -2.2984 -2.2187 -3.1499
C -1.5839 -1.7353 -0.7481
O -1.7923 -2.8351 -0.2866
O -1.2898 -0.6947 -0.0246
H -1.8962 -0.2047 -5.8007
H -0.6645 1.1114 -4.0253
H -2.7306 -3.1646 -2.8559
O -0.6570 2.1766 0.2060
O 0.1584 3.2476 -0.1940
C -4.0839 2.0688 1.2222
C -3.5558 1.6658 -0.0675
N -3.0939 1.3704 -1.0749
H -5.1649 1.9445 1.2390
H -3.8282 3.1101 1.4063
H -3.6329 1.4493 1.9961
Cl 2.9047 3.8161 -1.8872
C 1.1985 4.2136 -2.1157
Cl 0.8308 5.7574 -1.3233
Cl 0.8145 4.3324 -3.8312
C 0.3953 3.0820 -1.4928
N 0.1113 2.0306 -2.1161
C -0.4714 0.2135 2.8562
C 0.6932 1.1513 3.1258
C 1.5586 0.6080 4.2557
C 0.1924 2.5531 3.4497
O 1.5738 1.3385 1.9916
P 2.0144 0.3842 0.8174
O 3.3575 0.7172 0.3244
O 1.0012 0.3790 -0.3715
O 1.8679 -1.0463 1.4964
C 2.4145 -2.2805 0.9672
C 3.9078 -2.3105 1.2524
C 2.1287 -2.4017 -0.5209
C 1.6743 -3.3645 1.7358
H -1.1260 0.2236 3.7312
H -0.1422 -0.8078 2.6775
H -1.0420 0.5270 1.9926
H 0.9588 0.4876 5.1591
H 2.3796 1.2928 4.4649
H 1.9727 -0.3594 3.9775
H -0.4488 2.5233 4.3316
H -0.3715 2.9509 2.6101
H 1.0321 3.2179 3.6472
H 4.3972 -1.4504 0.8009
H 4.3364 -3.2256 0.8432
H 4.0881 -2.2914 2.3276
H 2.6361 -1.6194 -1.0835
H 1.0598 -2.3280 -0.7063
H 2.4803 -3.3704 -0.8757
H 1.8153 -3.2286 2.8085
H 2.0568 -4.3455 1.4554
H 0.6089 -3.3270 1.5123

Summary:
E_tot: -4885.3880 a.u.
lowest unoccupied orbital energy (alpha / beta): -0.8 / -0.8 eV
total charge: -1
orbital gap (alpha / beta): 4.77 / 4.76 eV
E_HOMO (alpha / beta): -5.54 / -5.54 eV

Entry 4:
Here is a cluster of 2 separate species, C3H6ClNO5 in total in a non-equilibrium geometry from OMol25. Energies are from ωB97M-V/def2-TZVPD.

CARTESIAN COORDINATES (ANGSTROEM)
C -0.1536 0.9434 -0.0712
C -0.6408 -0.5044 -0.4764
C 0.6721 -1.2141 -0.6126
N 0.7242 -2.3419 2.5319
O 0.2291 -2.8013 3.4925
O 2.0435 -1.9988 2.6842
O 0.7611 1.3754 -1.0702
O -1.4957 -0.5956 -1.5382
O 1.4934 -1.2313 0.1874
Cl 0.7825 -2.0846 -2.2344
H -1.0086 1.6864 -0.0666
H 0.3736 0.9644 0.8351
H -1.0191 -0.9485 0.5132
H 0.5332 1.1932 -1.9826
H -1.4875 -1.3309 -2.1533
H 2.4658 -1.7069 1.8510

Summary:
E_tot: -1008.9387 a.u.
lowest unoccupied orbital energy: 0.4 eV
energy relative to the best compared isomer or geometry (same formula, charge and spin): 0.00 kcal/mol
orbital gap: 10.72 eV
E_HOMO: -10.29 eV

Entry 5:
Here is a cluster of 2 separate species, CH7NS2 in total in a non-equilibrium geometry from OMol25. Energies are from ωB97M-V/def2-TZVPD.

CARTESIAN COORDINATES (ANGSTROEM)
N 5.4844 -2.9887 1.0726
H 6.3331 -3.2725 0.6547
H 5.9654 -2.1034 1.3055
H 4.8645 -2.6514 0.3643
C -3.9224 1.8719 -1.0763
S -3.0131 0.2568 -0.5502
S -2.1764 0.9010 1.0636
H -4.5825 1.4532 -1.6702
H -3.2202 2.4235 -1.6443
H -4.4640 2.3772 -0.3046
H -1.2687 1.7324 0.7849

Summary:
E_tot: -893.3725 a.u.
lowest unoccupied orbital energy: 0.7 eV
energy relative to the best compared isomer or geometry (same formula, charge and spin): 30.26 kcal/mol
orbital gap: 9.52 eV
E_HOMO: -8.79 eV

Entry 6:
Here is a structure of composition C7H18CeClIO2PS in a non-equilibrium geometry from OMol25. Energies are from ωB97M-V/def2-TZVPD.

CARTESIAN COORDINATES (ANGSTROEM)
C -1.6195 -0.7353 -0.6061
I 2.2834 -0.0171 1.2472
H -1.9936 -0.1985 -1.5008
H -2.3503 -0.5015 0.1854
H -1.6968 -1.8134 -0.8441
Ce -0.1649 1.1746 -0.4599
P 1.0741 -1.3057 -1.7203
C 1.5578 -2.9419 -1.0807
C 0.2374 -1.8217 -3.2679
H 2.5696 0.3026 -2.7247
H 2.9539 -1.3704 -3.2140
H 3.4304 -0.7619 -1.5967
C 2.6699 -0.7283 -2.3766
H -0.1203 -0.9320 -3.7996
H 0.9650 -2.3619 -3.8885
H 2.0589 -3.5039 -1.8805
H 0.6768 -3.5036 -0.7491
H -0.6157 -2.4719 -3.0400
H 2.2397 -2.8265 -0.2327
C -0.0385 -1.1963 0.9495
O -0.2792 -2.1098 1.6345
Cl -0.1287 2.1709 -2.7649
C -0.1043 3.2786 3.2590
S -1.0602 1.7887 2.9632
C -2.6629 2.3846 3.4516
O -1.1803 1.8209 1.3887
H -0.1691 3.5256 4.3225
H -0.4874 4.1038 2.6497
H 0.9432 3.0760 3.0120
H -2.9688 3.2449 2.8408
H -3.3835 1.5691 3.3335
H -2.6361 2.6612 4.5095

Summary:
E_tot: -2399.9326 a.u.
lowest unoccupied orbital energy (alpha / beta): -9.8 / -10.3 eV
energy relative to the best compared isomer or geometry (same formula, charge and spin): 2.46 kcal/mol
2S+1: 2
total charge: +2
orbital gap (alpha / beta): 6.24 / 5.77 eV
E_HOMO (alpha / beta): -16.07 / -16.02 eV

Entry 7:
Here is an isolated molecule of C2H4NP in a non-equilibrium geometry from OMol25. Energies are from ωB97M-V/def2-TZVPD.

CARTESIAN COORDINATES (ANGSTROEM)
C -0.3125 0.3498 -0.6816
C -0.2085 0.0991 0.8403
N 0.6504 -0.5299 -0.1120
P 1.8670 -1.5048 -0.4266
H -1.0670 -0.2403 -1.0609
H -0.0557 1.2731 -1.1967
H 0.3454 0.8242 1.4280
H -1.2190 -0.2711 1.2095

Summary:
E_tot: -474.5816 a.u.
lowest unoccupied orbital energy (alpha / beta): -0.2 / -0.2 eV
energy relative to the best compared isomer or geometry (same formula, charge and spin): 57.77 kcal/mol
orbital gap (alpha / beta): 6.69 / 6.69 eV
E_HOMO (alpha / beta): -6.86 / -6.86 eV

Entry 8:
Here is the ion C2H3N4 with charge +1 in a non-equilibrium geometry from OMol25. Energies are from ωB97M-V/def2-TZVPD.

CARTESIAN COORDINATES (ANGSTROEM)
C 0.0740 -0.3525 2.0123
C 0.8631 -0.1557 -1.0899
N -1.9046 0.3205 0.9615
N -1.3329 0.4285 -0.0923
N -0.9913 0.1508 1.9142
N -0.3087 -0.0695 -0.3726
H 1.1500 0.7660 -1.6424
H 1.3887 -0.0065 -0.0348
H 1.0617 -1.0816 -1.6561

Summary:
E_tot: -296.4276 a.u.
lowest unoccupied orbital energy: -8.9 eV
energy relative to the best compared isomer or geometry (same formula, charge and spin): 124.10 kcal/mol
total charge: +1
orbital gap: 7.80 eV
E_HOMO: -16.68 eV